{"formula": "C31H61FN2O13S", "method": "ωB97M-V/def2-TZVPD", "species": ["S", "F", "O", "O", "O", "O", "O", "O", "O", "O", "O", "O", "O", "O", "O", "N", "N", "C", "C", "C", "C", "C", "C", "C", "C", "C", "C", "C", "C", "C", "C", "C", "C", "C", "C", "C", "C", "C", "C", "C", "C", "C", "C", "C", "C", "C", "C", "C", "H", "H", "H", "H", "H", "H", "H", "H", "H", "H", "H", "H", "H", "H", "H", "H", "H", "H", "H", "H", "H", "H", "H", "H", "H", "H", "H", "H", "H", "H", "H", "H", "H", "H", "H", "H", "H", "H", "H", "H", "H", "H", "H", "H", "H", "H", "H", "H", "H", "H", "H", "H", "H", "H", "H", "H", "H", "H", "H", "H", "H"], "xyz": [[1.2977, -1.4777, -5.3701], [-0.0567, -1.3505, -6.1711], [0.7408, -1.1828, 11.1887], [2.3715, -1.5536, -6.2957], [6.0290, 2.3777, -10.2965], [-5.8521, 4.6298, -2.0740], [1.0760, -0.9979, 8.2745], [-2.0407, -5.6596, 2.4383], [-1.3451, 0.3266, 2.1179], [3.5900, 0.4431, -5.1110], [-7.0576, 6.9550, -0.7401], [-1.4379, -7.7234, 4.4371], [-0.7188, -1.7294, 4.1216], [1.1881, -2.6213, -4.5344], [5.9700, 1.1134, -7.6435], [-0.8514, -0.4659, -3.6512], [-0.7586, 1.9144, -2.0062], [2.5275, 1.9975, -3.5933], [-1.8295, -0.0822, -2.8707], [-1.3614, -6.6938, 5.4090], [-5.6646, 5.9802, -2.4762], [-7.1637, 4.1578, -2.3354], [1.4401, 2.3050, -2.8576], [2.5078, 0.7863, -4.3749], [-0.6551, -0.6999, 5.0950], [-1.6795, -1.0500, 1.9977], [7.0490, 1.5354, -9.7797], [4.8287, 0.5329, -4.3841], [0.2330, 0.3543, -3.5977], [0.0262, -0.3832, 9.0082], [1.3854, 0.0086, -4.3840], [-5.7524, 6.9318, -1.2994], [4.8365, -0.2616, -3.0714], [0.4616, -0.0247, 10.4154], [-2.9700, 1.3940, -1.1527], [-2.6306, -7.6688, 3.6674], [-0.6460, -5.4340, 2.3090], [4.5516, 1.2329, -7.6676], [2.1280, -1.4594, 11.2860], [0.9414, -2.4088, 8.2141], [0.2602, 1.5067, -2.8162], [-1.7756, 1.0836, -2.0462], [5.9770, 3.6385, -9.6533], [0.0475, 0.5621, 1.9879], [-7.1672, 6.1736, 0.4374], [6.4914, 0.5056, -8.8166], [-1.9126, -1.6909, 3.3509], [-2.3932, -7.0296, 2.3135], [2.2404, -2.4775, 11.6576], [-7.3043, 3.2338, -1.7749], [7.8348, 2.1277, -9.2999], [7.3067, -0.1527, -8.4996], [5.8607, -0.1845, -2.6696], [1.3256, 0.6465, 10.3955], [0.1593, -2.6793, 7.4962], [7.4970, 1.0130, -10.6307], [0.6359, -0.1401, 2.5824], [-3.6155, 0.5118, -1.0583], [-1.6283, -7.5779, 1.7552], [-0.3521, -5.5016, 1.2562], [-2.9586, -8.7017, 3.5137], [-6.3825, 6.2562, -3.2544], [-0.9058, -1.5895, 1.4418], [1.8877, -2.8262, 7.8712], [-0.0595, -6.1423, 2.8978], [-0.3608, 0.4997, 10.9123], [5.1494, 1.5723, -4.2182], [2.5987, -0.7734, 11.9982], [-4.6601, 6.0483, -2.9056], [-2.5504, 1.5889, -0.1534], [-1.3051, -0.9496, 5.9414], [-2.6073, -1.1067, 1.4194], [4.1899, 1.6196, -8.6235], [-5.0089, 6.6752, -0.5383], [5.7309, -0.1114, -9.3042], [-0.2406, 0.5373, 8.4792], [-0.3324, -6.6457, 5.7644], [5.5885, 0.0879, -5.0399], [-2.7324, -0.6957, -2.8464], [-2.7104, -1.1758, 3.8949], [-0.8600, -1.0255, 9.0288], [-5.5344, 7.9447, -1.6513], [-1.6341, -5.7200, 4.9962], [0.3451, 0.4905, 0.9357], [-0.4337, -4.4263, 2.6678], [-6.7035, 6.6960, 1.2808], [-7.9260, 4.8749, -2.0242], [5.0320, 4.1119, -9.9183], [0.3721, -0.6365, 5.4536], [-8.2265, 6.0363, 0.6519], [-7.2786, 3.9399, -3.4025], [4.6467, -1.3315, -3.2255], [-2.2264, -2.7289, 3.1973], [4.2616, 1.9255, -6.8813], [-3.3226, -7.0729, 1.7373], [-3.5111, 2.2956, -1.4629], [-3.4204, -7.1423, 4.2122], [2.6292, -1.3830, 10.3187], [1.4728, 3.2197, -2.2622], [-0.9421, 0.2711, 4.6854], [3.4048, 2.6373, -3.5628], [-2.0136, -6.9287, 6.2571], [4.0934, 0.2629, -7.4655], [0.2515, 1.5730, 2.3398], [6.7979, 4.2742, -10.0025], [-6.7050, 5.1911, 0.3184], [0.7054, -2.8381, 9.1902], [4.1725, 0.1616, -2.3055], [6.0265, 3.5429, -8.5662]], "atomic_forces_ev_per_a": [[1.24, -1.34, 0.49], [0.62, 0.39, 0.26], [0.17, 0.03, -0.18], [-0.47, 0.89, -0.77], [0.04, 0.06, 0.20], [-0.21, 0.11, 0.02], [-0.09, -0.17, 0.16], [0.16, -0.08, 0.08], [0.18, -0.12, 0.03], [0.00, 0.18, 0.97], [0.09, -0.20, 0.04], [-0.08, 0.24, -0.01], [-0.07, 0.22, -0.03], [-0.88, 0.20, 0.56], [-0.10, 0.10, -0.17], [-0.24, 0.62, 0.63], [-0.06, -1.31, -0.82], [-0.14, -0.89, -0.27], [0.18, -0.09, -0.08], [0.06, -0.11, 0.06], [0.36, -0.17, 0.15], [0.08, -0.14, -0.02], [-0.07, 0.82, 0.53], [0.68, 0.54, -0.15], [0.11, -0.12, 0.09], [-0.33, 0.23, 0.03], [-0.19, -0.16, -0.28], [0.81, -0.59, 0.13], [0.20, -0.59, -0.64], [0.25, 0.27, -0.16], [-1.06, -0.21, -0.52], [-0.25, 0.22, -0.17], [0.49, 0.32, 0.03], [-0.33, -0.18, 0.17], [0.85, -0.26, 0.41], [0.25, -0.32, -0.09], [-0.02, 0.15, -0.08], [0.03, -0.04, -0.17], [-0.05, -0.04, 0.13], [0.04, -0.01, -0.14], [0.79, 0.86, 0.25], [-1.29, 0.52, 0.67], [-0.03, 0.02, -0.10], [-0.03, 0.12, -0.06], [-0.07, 0.09, 0.02], [0.27, 0.09, 0.30], [0.24, -0.38, -0.09], [-0.30, 0.22, 0.05], [-0.06, 0.03, 0.03], [0.07, 0.01, -0.02], [-0.04, -0.01, 0.06], [0.00, -0.03, -0.06], [-0.30, -0.02, -0.09], [0.02, -0.03, -0.07], [-0.02, -0.08, 0.04], [0.03, -0.02, 0.02], [-0.02, -0.03, -0.01], [-0.08, 0.41, -0.19], [0.03, -0.01, 0.07], [0.09, -0.04, 0.02], [-0.05, 0.02, -0.01], [-0.05, 0.03, 0.06], [0.03, -0.02, 0.07], [0.00, 0.09, -0.04], [-0.03, -0.03, -0.01], [0.01, 0.04, -0.03], [-0.33, -0.15, -0.06], [0.08, 0.01, -0.05], [-0.02, 0.04, -0.02], [-0.26, 0.02, -0.20], [-0.02, 0.12, 0.03], [0.00, -0.04, -0.01], [0.10, -0.01, -0.04], [-0.01, -0.07, -0.03], [-0.02, 0.06, -0.04], [-0.03, 0.01, 0.02], [-0.01, -0.07, -0.02], [-0.40, 0.21, -0.09], [0.23, 0.13, -0.05], [0.03, 0.08, -0.04], [0.03, -0.03, 0.07], [0.04, -0.01, -0.01], [-0.02, -0.01, -0.02], [0.08, -0.03, 0.01], [-0.06, 0.00, -0.01], [0.03, -0.08, 0.04], [0.02, 0.03, -0.01], [0.02, -0.04, -0.06], [-0.02, -0.08, 0.02], [0.01, 0.07, -0.04], [-0.09, 0.03, 0.00], [-0.22, 0.34, -0.03], [-0.06, 0.02, -0.03], [0.07, -0.01, 0.00], [0.00, -0.04, 0.00], [0.00, -0.34, -0.10], [0.02, 0.06, -0.04], [-0.02, 0.03, -0.01], [-0.27, -0.29, -0.07], [-0.05, -0.03, -0.03], [-0.16, -0.22, -0.16], [-0.02, 0.09, 0.02], [-0.10, 0.05, -0.06], [-0.07, 0.01, -0.04], [0.01, 0.05, 0.08], [0.03, 0.01, -0.01], [-0.02, 0.04, 0.01], [0.02, -0.25, -0.26], [0.02, -0.02, 0.00]], "smiles": "CCOc1ccc2nc(C)cnc2c1S(=O)(=O)F.COCCOC.COCCOC.COCCOC.COCCOC.COCCOC", "energy_ev": -76279.4302, "orbital_gap_ev": 8.447, "lumo_energy_ev": -0.6371, "e_homo_ev": -9.084, "multiplicity": 1, "max_force_ev_per_a": 1.9, "total_charge": 0}